A 12-piece molecular cluster, C55H75N7O10 overall, computed with ωB97M-V with the def2-TZVPD basis set.

Values from the calculation:
* SMILES: CCOC(C)=O.CCOC(C)=O.CCOC(C)=O.CCOC(C)=O.CCOC(C)=O.c1ccncc1.c1ccncc1.c1ccncc1.c1ccncc1.c1ccncc1.c1ccncc1.c1ccncc1
* ΔE to the lowest compared entry with this formula, charge and spin: 20.81 kcal per mole
* net charge: 0
* gap between HOMO and LUMO: 9.6038 eV
* max |F|: 3.758 eV/A
* total energy: -89154.9342 eV

The geometry in XYZ format:
```
147
Properties=species:S:1:pos:R:3:forces:R:3
O -4.890 -0.768 -2.108 -0.131 0.440 2.580
C -4.819 -0.329 -0.948 -0.482 -0.049 -3.240
O -5.879 -0.145 -0.155 -0.185 -0.226 0.094
C -7.125 -0.652 -0.641 -0.417 -1.570 0.128
C -8.154 -0.496 0.450 3.123 0.499 2.030
C -3.601 0.268 -0.398 1.747 0.045 -0.343
H -7.066 -1.737 -0.719 0.609 -0.129 -0.481
H -7.333 -0.294 -1.650 -0.168 0.392 0.281
H -7.631 -0.771 1.444 -0.782 0.318 -1.484
H -9.003 -1.069 0.399 -1.822 -1.747 -0.666
H -8.482 0.482 0.569 -0.495 2.049 0.216
H -3.421 1.245 -0.855 -0.460 0.027 0.144
H -2.704 -0.275 -0.717 -0.328 -0.256 0.053
H -3.571 0.361 0.665 -0.136 0.104 0.679
O -2.247 0.882 3.260 -0.381 -1.203 -0.741
C -2.539 1.813 3.947 0.109 1.203 0.555
O -3.709 2.072 4.521 -1.874 -1.375 -0.238
C -4.888 1.140 4.244 1.151 2.095 -1.373
C -5.515 1.573 2.900 -0.785 -1.274 1.651
C -1.546 2.818 4.399 1.347 0.840 1.594
H -5.529 1.326 5.071 -0.413 0.027 0.703
H -4.558 0.129 4.181 0.431 -0.689 0.251
H -4.923 1.135 2.122 -0.075 -0.040 -0.683
H -5.513 2.631 2.855 0.037 1.017 -0.142
H -6.589 1.253 2.873 0.997 0.006 -0.227
H -1.172 2.373 5.367 -0.418 0.662 -0.574
H -1.871 3.884 4.599 0.020 -1.481 -0.297
H -0.649 2.817 3.787 -0.240 -0.022 -0.305
O 1.657 -1.157 -5.999 1.601 0.978 0.992
C 2.705 -0.757 -5.471 -1.186 -1.582 -1.322
O 3.000 0.521 -5.434 0.029 1.071 0.383
C 4.116 0.966 -4.564 -0.669 -1.740 -0.435
C 3.941 2.400 -4.309 -0.469 0.832 1.122
C 3.780 -1.688 -4.979 -0.584 -0.211 1.477
H 5.020 0.801 -5.124 0.463 -0.322 -0.164
H 4.065 0.320 -3.681 0.353 0.538 -0.151
H 3.454 2.805 -5.214 0.377 0.447 0.627
H 4.925 2.836 -4.066 -0.438 0.120 -0.510
H 3.333 2.531 -3.386 0.003 0.176 -0.869
H 4.743 -1.362 -5.379 0.022 -0.087 0.595
H 3.580 -2.689 -5.315 -0.224 -0.332 -0.281
H 3.702 -1.729 -3.834 0.612 0.246 -1.547
O 0.367 -3.520 4.569 0.263 -0.172 -0.657
C -0.184 -3.021 5.502 -0.332 -0.578 1.548
O 0.294 -3.111 6.783 -1.583 0.380 -0.495
C 1.359 -4.002 7.034 1.165 0.010 -0.380
C 2.573 -3.134 7.251 1.191 0.518 -1.910
C -1.522 -2.333 5.468 1.103 1.729 -0.032
H 1.387 -4.722 6.215 0.509 0.133 -0.001
H 1.179 -4.542 7.940 -0.646 -0.271 0.592
H 3.533 -3.521 7.562 -0.002 -1.002 -0.098
H 2.392 -2.397 7.965 -0.877 1.089 1.598
H 2.795 -2.493 6.376 -0.159 -0.612 -0.086
H -1.499 -1.586 4.634 -0.264 -0.453 0.804
H -1.762 -1.912 6.445 0.335 0.478 -0.193
H -2.318 -3.001 5.316 -0.781 -1.279 -0.691
O 1.856 0.311 -2.671 -0.226 -0.281 0.461
C 0.651 0.202 -2.668 -0.221 -0.019 0.060
O -0.076 -0.243 -1.612 0.152 0.624 -0.149
C 0.657 -0.544 -0.393 -0.346 -0.487 0.583
C -0.296 -1.057 0.714 0.529 0.545 0.166
C -0.185 0.567 -3.870 0.271 -1.351 -0.585
H 1.206 0.338 -0.038 -0.144 -0.097 -0.220
H 1.375 -1.314 -0.639 0.244 -0.154 0.018
H -0.833 -0.240 1.230 -0.376 -0.354 -0.732
H 0.297 -1.434 1.544 0.496 -0.126 -0.419
H -0.903 -1.929 0.439 -0.190 0.551 -0.284
H 0.392 1.252 -4.457 0.185 0.832 0.044
H -1.179 0.927 -3.636 -0.105 -0.048 0.046
H -0.212 -0.292 -4.601 -0.292 0.432 1.037
N 3.803 0.267 5.017 0.244 0.791 0.276
C 2.594 0.338 5.560 0.144 -0.068 0.213
C 1.421 -0.122 4.959 -1.149 0.310 1.834
C 1.507 -0.708 3.741 0.948 -0.392 -0.932
C 2.779 -0.699 3.143 -0.407 -0.789 -0.389
C 3.891 -0.199 3.775 -0.575 0.228 0.224
H 2.570 0.755 6.557 -0.105 0.020 0.165
H 0.442 -0.123 5.522 1.253 0.246 -0.617
H 0.639 -1.200 3.315 0.331 0.202 -0.083
H 3.006 -1.210 2.235 -0.587 -0.161 -0.787
H 4.839 -0.141 3.231 -0.127 -0.225 0.535
N 5.955 -0.123 -1.885 -0.961 -0.665 -0.663
C 5.311 -1.055 -1.160 1.432 0.146 -0.619
C 4.619 -0.779 -0.012 -0.738 -0.418 0.176
C 4.591 0.520 0.384 0.798 2.681 0.040
C 5.236 1.554 -0.357 -0.420 -1.789 -0.165
C 5.807 1.158 -1.566 -0.145 -0.577 1.623
H 5.475 -2.077 -1.470 -0.052 -0.142 -0.167
H 4.080 -1.531 0.566 0.255 0.028 -0.378
H 4.098 0.803 1.291 -0.311 0.089 0.391
H 5.361 2.569 -0.019 -0.491 0.145 0.117
H 6.198 1.877 -2.240 0.608 0.558 -0.545
N -1.216 4.099 -6.820 -0.746 1.605 -0.559
C -0.993 2.836 -6.652 1.109 -1.733 0.228
C 0.272 2.259 -6.892 -0.216 1.179 -0.071
C 1.266 3.074 -7.431 0.280 -1.336 -0.381
C 0.977 4.402 -7.718 0.645 -0.963 -0.360
C -0.262 4.848 -7.379 -0.414 0.947 0.913
H -1.824 2.230 -6.291 0.174 0.037 0.073
H 0.486 1.255 -6.613 0.064 -0.704 -0.127
H 2.227 2.588 -7.710 -0.634 0.632 0.381
H 1.683 5.028 -8.234 0.154 0.231 0.101
H -0.444 5.914 -7.423 -0.381 0.057 -0.286
N 0.486 -5.702 -3.288 0.381 -2.712 -0.807
C 0.614 -4.797 -4.203 -0.249 2.609 -0.443
C 0.105 -3.487 -4.077 -0.289 0.864 0.374
C -0.615 -3.145 -2.902 0.973 -1.464 -0.036
C -0.747 -4.219 -1.980 -1.374 1.911 0.922
C -0.268 -5.475 -2.257 -0.262 0.841 1.731
H 1.168 -5.000 -5.098 0.403 -0.410 -0.246
H 0.374 -2.738 -4.856 -0.462 -0.657 0.629
H -0.978 -2.137 -2.640 0.239 -0.714 -0.411
H -1.231 -4.057 -0.974 0.351 -0.109 -1.286
H -0.443 -6.230 -1.490 0.313 -0.235 -0.387
N -3.140 3.735 0.027 0.038 0.556 -0.559
C -4.359 3.920 0.549 0.258 -0.998 -0.258
C -5.521 3.873 -0.217 0.251 0.147 0.264
C -5.389 3.660 -1.584 -0.599 0.320 0.272
C -4.143 3.610 -2.165 1.293 0.407 -0.576
C -3.038 3.669 -1.312 -0.943 -0.027 0.576
H -4.381 3.929 1.635 -0.119 0.401 -0.131
H -6.497 4.034 0.253 0.362 -0.256 -0.237
H -6.286 3.586 -2.165 -0.277 0.016 -0.417
H -3.922 3.635 -3.258 -0.632 -0.352 0.987
H -2.053 3.632 -1.730 0.532 -0.059 -0.049
N 1.648 2.438 1.804 1.261 -1.904 0.101
C 2.213 3.135 2.749 1.418 1.031 0.392
C 1.780 4.398 3.100 -1.666 -0.161 0.646
C 0.576 4.902 2.577 0.657 0.288 -0.536
C 0.009 4.142 1.596 -1.208 -0.832 -1.647
C 0.588 2.919 1.267 -1.784 0.100 -0.956
H 3.130 2.708 3.148 -0.113 0.133 0.362
H 2.154 4.849 3.970 0.997 0.775 0.789
H 0.118 5.865 2.819 0.449 -0.338 0.304
H -0.898 4.333 0.996 0.346 0.475 0.812
H 0.122 2.225 0.575 -0.353 0.404 -0.373
N 2.235 -3.287 0.706 1.405 1.161 -0.750
C 1.696 -3.989 1.668 -0.656 -0.509 -0.338
C 1.499 -5.349 1.575 0.670 -1.843 -0.303
C 2.136 -6.077 0.516 -0.930 2.276 0.888
C 2.740 -5.275 -0.475 0.759 -1.952 0.136
C 2.783 -3.916 -0.332 -0.477 1.065 -0.758
H 1.364 -3.440 2.516 -0.417 0.229 0.614
H 0.912 -5.839 2.370 0.547 0.080 -0.472
H 2.115 -7.157 0.525 -0.005 -0.006 -0.341
H 3.291 -5.715 -1.314 -0.440 0.001 0.278
H 3.216 -3.286 -1.156 -0.394 -0.554 0.977
```
Forces are in eV/Å.